No. 1
Here is a molecular structure, C42H42Br3F3Li2N7O6 from OMol25. Energies are from wB97M-V/def2-TZVPD.

XYZ file:
```
105
Properties=species:S:1:pos:R:3:forces:R:3
Li 14.812 -0.324 -1.793 0.72 -1.05 -0.06
Li 12.212 -1.548 -2.331 0.49 -1.53 -0.39
C 14.406 -2.477 -3.994 -1.33 0.12 3.03
O 12.978 -2.386 -4.112 -0.50 -0.75 -1.26
O 14.462 -2.123 -2.660 1.66 0.91 -0.44
C 14.950 -3.920 -4.403 -2.42 0.89 4.10
F 16.229 -4.066 -4.131 0.33 -0.28 0.07
F 14.206 -4.953 -3.804 1.25 1.37 -0.76
F 14.764 -4.025 -5.664 0.21 -0.81 -3.40
C 12.416 -2.558 -5.387 -2.87 0.22 -0.70
C 10.887 -2.727 -5.237 -0.36 0.11 1.38
H 10.335 -1.998 -4.643 0.57 0.62 0.42
H 10.237 -2.715 -6.112 0.75 -0.54 -0.51
H 10.798 -3.641 -4.650 -0.52 -0.28 -0.31
H 12.590 -3.543 -5.821 1.11 0.44 -0.36
H 12.574 -1.666 -5.993 0.66 -0.27 -0.47
H 14.861 -1.822 -4.737 0.32 0.40 -0.04
C 15.072 -1.040 -7.959 0.44 1.05 0.08
Br 16.223 -0.135 -6.572 -0.76 -0.52 -1.19
Br 16.113 -1.407 -9.665 -0.82 0.07 1.61
Br 13.482 0.045 -8.324 0.86 -0.66 0.13
H 14.770 -1.952 -7.445 0.09 -0.01 -0.59
C 19.050 -0.900 -3.474 -0.80 -2.82 0.59
C 19.383 -0.073 -4.479 0.50 1.51 -1.21
C 19.425 -0.440 -5.826 0.55 0.39 -0.26
C 19.213 -1.755 -6.150 0.69 0.34 -0.11
C 18.740 -2.599 -5.157 0.15 -1.18 0.13
C 18.671 -2.250 -3.808 0.79 1.64 -0.71
N 19.614 -2.338 -7.516 -1.65 1.03 -0.17
O 19.274 -3.482 -7.698 -0.40 -1.70 0.39
O 20.086 -1.684 -8.414 0.34 0.94 1.11
H 19.115 -0.515 -2.467 -0.07 -0.36 0.21
H 19.751 0.906 -4.209 -0.27 0.31 -0.19
H 19.635 0.326 -6.558 0.41 -0.19 -0.19
H 18.483 -3.597 -5.479 0.17 -0.22 0.25
H 18.506 -3.034 -3.084 -0.40 0.24 0.14
C 16.520 -5.016 -8.586 -0.97 -0.63 1.75
C 17.109 -4.797 -9.811 1.51 1.41 -1.29
C 16.398 -4.851 -10.993 -1.78 -1.46 -0.04
C 15.008 -5.222 -10.875 1.26 0.85 -0.13
C 14.383 -5.355 -9.584 -0.05 -0.65 -1.19
C 15.187 -5.254 -8.507 -1.45 -0.89 1.82
N 14.146 -5.380 -12.056 -2.07 0.91 -4.01
O 14.621 -5.078 -13.188 -0.32 -0.91 3.38
O 12.913 -5.674 -11.943 3.41 0.40 1.08
H 17.011 -5.121 -7.629 0.90 0.31 -0.31
H 18.120 -4.450 -9.659 0.52 -0.08 -1.05
H 16.861 -4.799 -11.967 -0.07 0.33 -0.04
H 13.367 -5.715 -9.519 -0.16 0.18 -0.10
H 14.847 -5.596 -7.541 -0.54 0.40 0.07
N 11.442 -3.161 -1.222 -2.41 -0.85 0.47
C 10.289 -2.998 -0.419 3.94 0.39 -0.78
C 9.884 -3.950 0.464 -1.87 -0.32 -1.00
C 10.257 -5.277 0.292 1.90 0.32 0.77
C 11.394 -5.477 -0.520 -1.07 -0.55 0.45
C 11.890 -4.457 -1.271 0.48 2.67 0.55
H 9.925 -1.996 -0.247 0.01 0.25 -0.52
H 9.095 -3.577 1.101 -0.13 -0.69 0.45
H 9.883 -6.003 0.998 -0.01 -0.35 -0.27
H 12.068 -6.319 -0.586 -0.81 -0.77 0.39
H 12.848 -4.671 -1.721 0.01 0.54 -0.62
N 15.925 -0.513 -0.049 -0.54 -0.57 -0.01
C 15.838 -1.822 0.319 2.52 1.20 2.50
C 16.648 -2.241 1.446 -1.53 -0.29 -1.26
C 17.362 -1.349 2.189 0.92 1.70 -0.19
C 17.403 0.011 1.834 -1.68 -0.31 -1.43
C 16.665 0.376 0.676 0.01 -1.32 1.15
H 15.174 -2.516 -0.175 0.06 0.16 -0.45
H 16.682 -3.248 1.836 -0.38 -0.29 -0.49
H 17.957 -1.670 3.031 -0.15 -0.18 0.15
H 17.831 0.775 2.466 0.30 -0.07 -0.15
H 16.555 1.412 0.392 0.23 0.05 -0.18
N 11.118 1.952 -6.355 -1.07 -0.99 -1.11
C 10.846 2.262 -7.666 -1.08 0.57 1.51
C 9.672 1.879 -8.315 0.06 -2.27 0.55
C 8.874 0.903 -7.675 0.40 1.05 -0.85
C 9.200 0.492 -6.409 -0.84 -0.25 0.41
C 10.267 1.055 -5.765 1.91 1.55 -0.83
H 11.445 3.026 -8.139 0.53 -0.12 0.11
H 9.444 2.053 -9.357 0.20 0.68 0.03
H 8.000 0.509 -8.172 -0.06 -0.02 -0.04
H 8.546 -0.189 -5.883 0.04 -0.20 0.05
H 10.516 0.816 -4.742 -0.07 -0.06 0.17
N 14.779 -6.453 -0.040 0.31 1.77 -1.03
C 15.721 -5.483 0.254 -1.19 -1.37 -1.26
C 16.804 -5.205 -0.604 -1.75 -0.87 -1.66
C 16.650 -5.803 -1.883 1.62 0.09 1.81
C 15.738 -6.799 -2.156 1.34 1.35 -1.90
C 14.747 -7.022 -1.274 -0.27 -0.56 3.05
H 15.319 -4.873 1.049 1.01 -0.07 0.77
H 17.677 -4.574 -0.520 -0.37 0.44 0.74
H 17.359 -5.508 -2.643 0.20 -0.27 -0.03
H 15.893 -7.193 -3.150 -0.83 -0.52 -0.03
H 13.915 -7.697 -1.415 0.06 -0.30 -0.28
N 12.333 -8.793 -3.777 1.27 -0.49 -1.02
C 13.293 -8.240 -4.632 -1.94 -0.91 1.28
C 13.472 -8.638 -5.933 -0.20 -0.43 -0.25
C 12.703 -9.681 -6.413 -1.07 -0.69 0.50
C 11.751 -10.280 -5.570 0.65 0.54 -0.37
C 11.617 -9.856 -4.240 1.66 1.07 -1.50
H 13.965 -7.483 -4.256 -0.42 0.23 0.50
H 14.189 -8.181 -6.598 0.30 0.11 0.19
H 12.859 -10.068 -7.409 -0.14 0.05 -0.14
H 11.112 -11.064 -5.947 0.12 -0.21 0.04
H 11.005 -10.514 -3.641 -0.26 0.78 0.78
```
Forces are in eV/Å.

Summary:
⟨S²⟩: 0.8242
Multiplicity: 2
Relative energy (zero: lowest compared OMol25 entry of this formula, charge and spin) in eV: 2.815
Calculated total energy in hartree: -10496.2043
HOMO (alpha / beta) in eV: -13.1690 / -13.1690
E_LUMO (alpha / beta) in Eh: -0.258 / -0.386
Net charge: +2
Maximum force in hartree/bohr: 0.0942


No. 2
Here is a molecular structure, C42H43BCdF5N4O5S from OMol25. Energies are from wB97M-V/def2-TZVPD.

XYZ file:
```
102
Properties=species:S:1:pos:R:3:forces:R:3
Cd -0.402 -0.389 -0.074 -0.11 -0.02 -0.05
C 3.659 -1.553 -2.140 0.01 -0.01 0.01
O 3.917 -0.491 -1.177 0.01 0.00 -0.01
C 2.709 -0.202 -0.675 -0.03 0.01 0.02
N 1.687 -0.728 -1.209 0.02 -0.05 -0.01
C 2.153 -1.434 -2.419 0.00 0.05 -0.01
C 1.846 -0.639 -3.671 -0.01 -0.01 0.01
C 1.689 -1.326 -4.871 0.00 0.00 -0.01
C 1.448 -0.633 -6.044 0.02 -0.01 0.00
C 1.345 0.752 -6.026 0.00 0.00 0.00
C 1.486 1.438 -4.831 0.00 0.00 -0.01
C 1.744 0.745 -3.656 0.00 0.00 -0.01
C 2.618 0.807 0.399 0.00 -0.03 0.01
C 3.680 1.612 0.769 0.01 0.00 0.02
C 3.422 2.664 1.636 0.00 -0.01 0.00
C 2.133 2.875 2.089 0.00 -0.01 -0.02
C 1.147 1.987 1.684 0.00 0.03 0.01
N 1.393 0.969 0.879 -0.01 -0.01 -0.02
C -0.267 2.126 2.083 0.02 0.01 0.00
N -1.209 1.438 1.595 -0.01 -0.01 0.01
C -2.435 1.825 2.309 -0.01 0.00 0.00
C -1.986 3.072 3.102 -0.01 -0.01 0.00
O -0.541 3.027 3.045 0.00 0.00 -0.01
C -3.608 2.116 1.410 0.02 0.01 0.00
C -3.418 2.569 0.110 0.00 -0.01 0.01
C -4.515 2.863 -0.686 0.00 0.00 0.00
C -5.803 2.722 -0.187 0.00 0.00 0.00
C -5.994 2.277 1.114 0.00 0.00 0.00
C -4.898 1.969 1.907 -0.01 0.00 0.00
H 3.920 -2.496 -1.657 0.01 0.00 -0.01
H 4.283 -1.378 -3.012 0.00 0.00 0.00
H 1.669 -2.405 -2.499 -0.01 -0.01 0.01
H 1.697 -2.409 -4.868 0.00 0.01 -0.01
H 1.302 -1.177 -6.970 0.00 0.00 0.00
H 1.126 1.291 -6.940 0.00 0.00 0.00
H 1.369 2.514 -4.792 0.00 0.00 0.00
H 1.823 1.299 -2.731 0.01 0.00 0.01
H 4.662 1.437 0.353 0.00 0.00 0.00
H 4.220 3.333 1.931 0.00 0.00 0.00
H 1.876 3.707 2.727 0.00 0.00 0.00
H -2.700 1.000 2.980 0.00 0.00 0.00
H -2.287 3.066 4.147 0.00 0.00 0.00
H -2.312 3.993 2.617 0.01 0.00 -0.01
H -2.415 2.670 -0.284 -0.02 0.00 0.00
H -4.357 3.195 -1.704 0.00 0.00 0.00
H -6.657 2.948 -0.813 0.00 0.00 0.00
H -6.996 2.153 1.507 0.00 0.00 0.00
H -5.044 1.585 2.911 0.00 0.00 0.00
C 1.723 0.101 4.220 0.00 -0.01 0.01
C 0.457 -0.685 3.872 0.00 0.01 0.01
C -0.507 -0.666 5.062 -0.01 0.00 0.00
C 0.764 -2.094 3.405 0.03 0.01 0.01
C 1.659 -2.869 4.136 -0.01 0.01 0.00
C 1.959 -4.162 3.754 0.00 0.01 -0.01
C 1.366 -4.678 2.614 0.00 0.00 0.00
C 0.462 -3.940 1.853 -0.01 -0.01 -0.01
C -0.041 -4.608 0.580 0.01 0.00 0.00
C -1.541 -4.544 0.289 0.01 0.00 0.00
C 0.752 -4.082 -0.616 0.01 -0.01 0.02
C 0.140 -2.628 2.258 -0.01 -0.02 -0.01
N -0.830 -1.864 1.556 -0.03 -0.03 0.00
C -2.104 -1.991 2.021 0.03 0.02 0.01
C -2.495 -2.787 3.124 -0.02 0.00 0.00
C -3.815 -2.886 3.542 0.01 0.00 -0.01
C -4.835 -2.212 2.887 0.01 0.00 0.01
C -4.496 -1.430 1.786 -0.01 0.00 0.02
C -3.186 -1.338 1.394 0.00 0.00 -0.02
F -2.917 -0.562 0.301 -0.01 -0.02 0.03
H 1.473 1.143 4.432 0.00 -0.01 0.00
H 2.449 0.077 3.405 0.00 -0.01 0.01
H 2.208 -0.301 5.113 0.00 -0.01 0.00
H -0.042 -0.196 3.038 -0.01 0.01 0.00
H -0.065 -1.178 5.922 0.00 0.00 0.00
H -1.449 -1.158 4.821 0.02 0.02 0.01
H -0.721 0.365 5.359 0.00 0.00 0.00
H 2.121 -2.454 5.024 0.00 0.00 0.00
H 2.650 -4.763 4.333 0.00 0.00 0.00
H 1.605 -5.687 2.298 0.00 0.00 0.00
H 0.211 -5.667 0.701 0.00 -0.01 0.00
H -1.831 -3.564 -0.085 0.00 0.00 0.00
H -2.137 -4.772 1.173 -0.01 0.00 0.00
H -1.778 -5.280 -0.484 0.00 0.00 0.00
H 0.525 -3.028 -0.765 -0.01 0.01 -0.01
H 0.470 -4.593 -1.538 0.01 0.01 0.01
H 1.828 -4.195 -0.451 0.00 0.00 0.00
H -1.733 -3.343 3.655 0.00 0.00 -0.01
H -4.043 -3.514 4.396 0.00 0.00 0.00
H -5.864 -2.296 3.208 0.00 0.00 0.00
H -5.237 -0.882 1.218 0.00 0.00 0.00
F -0.193 3.709 -2.474 0.00 0.00 0.01
B 0.172 3.078 -1.301 0.04 0.04 0.05
F -0.420 1.765 -1.261 0.01 0.00 -0.03
F 1.573 2.932 -1.216 -0.04 0.02 -0.03
F -0.282 3.797 -0.174 0.01 -0.02 -0.04
C -3.048 -2.811 -3.168 0.01 0.00 0.00
S -1.455 -2.025 -3.132 -0.05 -0.05 0.02
O -0.487 -3.069 -3.442 -0.01 0.02 -0.01
O -1.510 -0.924 -4.065 -0.01 0.00 0.00
O -1.352 -1.591 -1.716 0.11 0.10 0.02
H -3.220 -3.178 -4.178 0.00 0.00 0.00
H -3.797 -2.070 -2.895 0.00 0.00 0.00
H -3.043 -3.632 -2.454 -0.01 0.00 0.00
```
Forces are in eV/Å.

Summary:
Relative energy (zero: lowest compared OMol25 entry of this formula, charge and spin) in eV: 0.000
Calculated total energy in hartree: -3312.0499
HOMO in eV: -4.6186
E_LUMO in Eh: 0.071
Net charge: -1
Maximum force in hartree/bohr: 0.0030